Entry 1:
# C11H23BaClNO6P2

A structure of composition C11H23BaClNO6P2 at a distorted geometry (ωB97M-V with the def2-TZVPD basis set, OMol25).

Output
* orbital gap: 8.40 eV
* total charge: +1
* LUMO: -3.4 eV

Geometry as XYZ:
```
45
Properties=species:S:1:pos:R:3:nbo_charge:R:1
Ba -0.10 0.59 1.94 1.82
Cl 2.89 2.78 1.12 2.49
P 1.52 -1.74 0.64 0.74
P -0.71 2.44 -0.51 0.74
O 4.18 2.51 1.74 -0.79
O 2.15 1.44 1.02 -1.01
O -2.32 -0.55 2.89 -1.01
O 2.06 3.64 1.95 -0.85
O 3.04 3.30 -0.22 -0.80
O 0.06 -1.48 4.45 -0.99
N -0.71 -0.58 -1.07 -0.53
C -0.15 -1.66 -1.66 0.23
C -0.73 -2.27 -2.79 -0.25
C 1.13 -2.27 -1.11 -0.72
C 0.60 -3.08 1.46 -0.96
C 3.22 -2.34 0.67 -0.93
C -1.69 3.78 0.19 -0.95
C -1.83 -1.68 -3.38 -0.13
C -1.66 0.09 -1.75 0.23
C -2.29 -0.47 -2.88 -0.25
C -0.06 3.27 -1.99 -0.93
C -2.09 1.48 -1.29 -0.75
H -0.45 -3.10 1.14 0.24
H 2.00 -2.05 -1.77 0.27
H -2.91 1.39 -0.54 0.23
H -0.33 -3.19 -3.21 0.23
H 0.70 -3.11 2.56 0.25
H -2.33 -2.15 -4.24 0.24
H -0.89 3.88 -2.38 0.22
H -3.14 0.02 -3.34 0.23
H -2.46 3.39 0.85 0.22
H 1.08 -3.97 1.04 0.23
H -1.03 4.51 0.68 0.26
H 3.66 -2.24 1.66 0.25
H -0.23 -2.10 5.16 0.50
H -2.37 -1.04 3.75 0.52
H -2.42 2.13 -2.12 0.25
H 3.21 -3.39 0.40 0.23
H 1.02 -3.37 -1.10 0.24
H -3.23 -0.44 2.56 0.51
H 1.00 -1.27 4.69 0.50
H 3.82 -1.84 -0.10 0.26
H 0.78 3.94 -1.72 0.28
H -2.20 4.26 -0.65 0.23
H 0.19 2.54 -2.77 0.25
```

=====

Entry 2:
# C10H15N3O2PtSbSe4

A structure of composition C10H15N3O2PtSbSe4 (ωB97M-V with the def2-TZVPD basis set, OMol25).

Output
* orbital gap (spin up / spin down): 6.13 / 5.69 eV
* total charge: +1
* multiplicity: 5
* ⟨S²⟩: 6.02
* LUMO (spin up / spin down): -4.0 / -5.9 eV

Geometry as XYZ:
```
36
Properties=species:S:1:pos:R:3:mulliken_spin:R:1
Pt -0.14 -0.90 0.89 1.40
Sb -0.21 0.44 3.94 -0.09
Se 0.28 2.78 3.61 0.05
Se 1.55 -1.03 2.92 0.96
Se -0.66 -0.16 6.30 1.00
Se -1.94 -0.62 2.48 0.38
O 1.56 -1.53 -0.30 0.11
O 2.24 -3.02 -1.82 0.01
N -1.01 -2.25 -0.71 0.07
N 0.94 3.75 0.28 -0.01
N 0.41 1.00 -0.29 0.12
C -1.66 -4.54 -2.11 0.00
C -0.68 1.97 -0.08 0.00
C -0.05 -2.99 -1.27 0.01
C 2.06 2.87 -0.19 0.00
C 1.72 1.45 0.20 0.01
C -0.34 -4.14 -1.98 0.01
C -2.66 -3.76 -1.53 0.01
C -2.29 -2.62 -0.84 -0.01
C -0.32 3.40 -0.44 0.01
C 1.40 -2.53 -1.10 -0.01
H 0.48 0.73 -1.27 -0.01
H 2.98 3.19 0.30 0.00
H -3.03 -1.98 -0.37 -0.01
H -3.70 -4.03 -1.61 0.00
H -0.95 1.94 0.98 -0.02
H 2.47 0.74 -0.14 0.00
H 2.15 3.02 -1.27 0.00
H 0.48 -4.70 -2.42 0.00
H -0.13 3.54 -1.51 0.00
H -1.11 4.08 -0.12 0.00
H -1.55 1.65 -0.65 0.01
H 0.79 3.57 1.30 0.01
H 1.69 1.41 1.29 -0.01
H -1.92 -5.44 -2.64 0.00
H 1.16 4.73 0.17 0.00
```

=====

Entry 3:
# C3H11NOS

A cluster of 2 separate species, C3H11NOS in total at a distorted geometry (ωB97M-V with the def2-TZVPD basis set, OMol25).

Output
* orbital gap: 9.47 eV
* total charge: 0
* SMILES: NCCCS.O
* LUMO: 0.6 eV

Geometry as XYZ:
```
17
Properties=species:S:1:pos:R:3:nbo_charge:R:1
S -1.04 -1.71 -1.39 -0.05
O 0.18 1.29 -5.08 -0.94
N -0.44 0.84 2.97 -0.82
C -0.55 -0.68 1.11 -0.42
C 0.18 -1.24 -0.10 -0.51
C 0.33 0.40 1.87 -0.20
H 1.22 -0.17 2.22 0.15
H -0.40 -0.94 -2.29 0.13
H -1.49 -0.20 0.79 0.22
H 0.85 -2.06 0.23 0.21
H -0.81 -1.52 1.78 0.19
H 0.81 -0.41 -0.46 0.21
H 0.69 1.25 1.26 0.19
H -0.61 0.04 3.58 0.35
H 0.41 1.96 -5.77 0.47
H 0.18 1.47 3.49 0.35
H 0.50 1.68 -4.24 0.47
```

=====

Entry 4:
# C5H13BBeCl11

A structure of composition C5H13BBeCl11 at a distorted geometry (ωB97M-V with the def2-TZVPD basis set, OMol25).

Output
* orbital gap: 4.46 eV
* total charge: +1
* LUMO: -8.8 eV

Geometry as XYZ:
```
31
Properties=species:S:1:pos:R:3:nbo_charge:R:1
Cl -1.97 3.32 2.46 0.03
Cl -4.11 -2.80 -0.32 -0.02
Cl 2.53 -1.23 3.01 -0.02
Cl 0.39 2.00 3.59 0.02
Cl -2.25 1.33 4.61 0.04
Cl -4.63 -0.27 -1.74 0.00
Cl 3.81 2.71 1.90 0.00
Cl 1.59 -3.76 1.96 -0.01
Cl 3.28 2.00 -0.87 -0.03
Cl 1.23 -0.31 -3.27 -0.01
Cl 0.60 -0.11 -6.14 0.03
C -1.33 1.84 3.17 -0.28
C 0.94 -1.19 -4.78 -0.40
C 1.15 -2.07 2.25 -0.40
C -3.48 -1.18 -0.76 -0.40
C 3.30 1.41 0.79 -0.40
B -0.62 0.61 -0.28 -1.00
Be -0.20 1.94 -2.12 1.60
H 0.02 -1.74 -4.61 0.24
H -3.18 -0.68 0.16 0.22
H 0.90 -1.64 1.29 0.20
H -1.60 1.12 -0.69 0.03
H -1.40 1.04 2.46 0.21
H -0.83 0.05 0.70 0.15
H 0.22 1.42 -0.10 0.02
H 2.36 0.98 1.13 0.23
H 4.07 0.65 0.82 0.24
H -2.58 -1.42 -1.31 0.21
H 1.74 -1.89 -5.01 0.26
H -0.22 -0.10 -1.11 0.02
H 0.23 -2.02 2.84 0.23
```